# 1
Density functional theory data (wB97M-V/def2-TZVPD) for C41H36MoN7O4S2Te as an isolated structure in a non-equilibrium geometry.

```
92
Properties=species:S:1:pos:R:3
Mo -0.01749 0.18933 -0.26846
C 1.49228 -3.83555 0.84705
C 1.44018 -2.54506 0.33413
N 0.52285 -1.67606 0.75347
C -0.36688 -2.10365 1.67348
C -0.32254 -3.40620 2.13705
N 0.60739 -4.26745 1.73537
C -1.33859 -1.08240 2.12137
C -2.09840 -1.17656 3.26693
C -2.86989 -0.08206 3.66099
C -2.80691 1.08311 2.90864
C -2.02618 1.11267 1.76728
N -1.34250 0.02837 1.36038
C -1.79257 2.30311 0.93389
C -2.49064 3.48863 1.03824
N -2.25584 4.52573 0.23619
C -1.30614 4.37958 -0.67388
C -0.56681 3.20548 -0.78367
N -0.81862 2.16337 0.00663
C -3.69526 -0.14707 4.89217
C -4.57128 -1.21422 5.08919
C -5.34376 -1.24593 6.24594
N -5.17144 -0.25539 7.08870
C -4.37044 0.78020 6.99938
C -3.59110 0.86170 5.85031
H 2.25424 -4.53194 0.51929
H 2.12244 -2.22005 -0.43494
H -1.06206 -3.77353 2.83977
H -2.06320 -2.07336 3.87176
H -3.36322 1.96163 3.20790
H -3.27181 3.61284 1.77901
H -1.11911 5.21042 -1.34321
H 0.22084 3.10198 -1.51711
H -4.69298 -2.00184 4.35353
H -6.06652 -2.02305 6.47126
H -4.34449 1.50673 7.80521
H -2.89511 1.68692 5.73847
O 1.22511 0.97158 1.25493
S 2.58034 0.53005 1.85683
C 2.14740 0.00874 3.55134
C 1.69149 1.09050 4.48771
C 0.46972 1.73057 4.28438
C 0.05060 2.73079 5.14679
C 0.84084 3.09203 6.23209
C 2.05469 2.45339 6.44579
C 2.47957 1.45655 5.57484
C 3.50868 2.06964 2.18392
C 2.74174 3.35404 2.05057
C 2.61763 4.18976 3.15390
C 2.00080 5.42714 3.02694
C 1.50609 5.83519 1.79620
C 1.62462 4.99923 0.69063
C 2.23516 3.76289 0.82038
H 3.02922 -0.52081 3.91981
H 1.36079 -0.72215 3.36737
H -0.12757 1.47003 3.41962
H -0.88322 3.25139 4.96303
H 0.51646 3.87370 6.90676
H 2.67567 2.73128 7.28771
H 3.42543 0.95475 5.75300
H 4.34604 2.01800 1.48689
H 3.88796 1.94504 3.19872
H 3.01810 3.88234 4.11437
H 1.92188 6.07955 3.88744
H 1.04608 6.80980 1.69311
H 1.26888 5.33191 -0.27858
H 2.33112 3.10788 -0.03782
C 3.96324 -0.06869 -1.27287
Te 2.12001 0.44039 -2.22836
C 2.89980 2.32057 -2.83107
H 4.64195 -0.40508 -2.05378
H 3.85419 -0.85043 -0.52882
H 4.37034 0.82631 -0.80515
H 3.14298 2.94923 -1.98192
H 2.16855 2.79459 -3.48100
H 3.80004 2.08103 -3.39194
O -0.24604 2.11507 -3.67850
S -1.46342 1.37566 -3.44637
O -2.68243 2.09113 -3.28500
N -1.21262 0.37616 -2.09269
C -0.86620 -0.84585 -2.50414
O -0.31111 -1.55530 -1.60662
C -1.07615 -1.14297 -3.91195
C -0.92094 -2.33403 -4.59520
C -1.23440 -2.34163 -5.94941
C -1.69334 -1.19131 -6.58529
C -1.84432 0.01375 -5.89922
C -1.52152 0.00459 -4.56278
H -0.57846 -3.22633 -4.08813
H -1.13228 -3.25614 -6.51768
H -1.94218 -1.22900 -7.63778
H -2.19160 0.90834 -6.40064
```

Output
LUMO level (alpha / beta): -9.06 / -11.93 eV
multiplicity: 3
charge: +3
orbital gap (alpha / beta): 0.219 / 0.111 hartree

Here are the Mulliken charges for atoms 1 to 8, given in e: -0.996 -0.673 -0.635 1.033 -0.396 -0.295 -0.527 1.075

# 2
Density functional theory data (wB97M-V/def2-TZVPD) for C41H36NNiO6PSi as an isolated structure.

```
87
Properties=species:S:1:pos:R:3
Ni 0.42023 0.09498 1.12187
O 4.17137 -1.34762 3.64930
C 3.34160 -1.46017 2.60915
O 2.23306 -1.92525 2.68155
C 3.92813 -0.92359 1.31511
O 3.14330 0.13757 0.81266
C 3.30166 1.34574 1.55844
C 2.31798 1.48909 2.72464
O 2.73111 1.76880 3.83217
O 1.05837 1.36688 2.41844
H 3.68875 -1.61222 4.44785
H 3.88586 -1.72163 0.57529
H 4.96361 -0.60896 1.46356
H 3.10242 2.15949 0.85993
H 4.32207 1.42498 1.93604
O -0.53833 0.23037 3.93428
N -0.58643 -0.67585 2.89477
C -0.80474 -1.85373 3.30553
C -0.98313 -3.04430 2.46806
C -1.46806 -4.15938 3.15857
C -1.75671 -5.34628 2.51310
C -1.58308 -5.43250 1.14083
C -1.10338 -4.33622 0.44557
C -0.76457 -3.14474 1.08772
P -0.17010 -1.77351 0.01637
C -1.55353 -1.80580 -1.17465
C -2.77278 -1.29360 -0.73782
C -3.87828 -1.32972 -1.57151
C -3.77173 -1.87451 -2.84488
C -2.56063 -2.39161 -3.28043
C -1.45255 -2.36304 -2.44476
C 1.25700 -2.44118 -0.89496
C 1.87806 -1.54646 -1.76995
C 2.99582 -1.92873 -2.49381
C 3.53196 -3.19788 -2.32326
C 2.93960 -4.08244 -1.43324
C 1.80380 -3.71090 -0.72614
H 0.10686 0.89650 3.59441
H -0.90365 -1.99782 4.37973
H -1.62752 -4.07704 4.22649
H -2.12844 -6.19278 3.07495
H -1.82741 -6.34383 0.61111
H -1.00209 -4.40204 -0.63082
H -2.85458 -0.85205 0.24843
H -4.81811 -0.91739 -1.22975
H -4.63376 -1.89301 -3.49918
H -2.47562 -2.81596 -4.27271
H -0.50411 -2.75955 -2.78977
H 1.49206 -0.53980 -1.87557
H 3.45739 -1.22431 -3.17336
H 4.41434 -3.49438 -2.87557
H 3.35967 -5.06898 -1.28553
H 1.36847 -4.41091 -0.02679
C 0.39574 2.27362 -4.87877
C 0.02682 1.07125 -4.29309
C -0.12667 0.99307 -2.91688
C 0.07595 2.09295 -2.08064
C 0.42515 3.29847 -2.69874
C 0.58628 3.38830 -4.07554
Si -0.21809 1.94706 -0.20561
C -2.09579 1.99903 0.03552
C -2.66233 1.72915 1.28605
C -4.03502 1.77976 1.48220
C -4.87506 2.10473 0.42458
C -4.33287 2.38270 -0.82170
C -2.95801 2.32895 -1.01180
C 0.46422 3.55589 0.51607
C 1.75356 3.99742 0.20429
C 2.26511 5.17795 0.72114
C 1.48985 5.95330 1.57253
C 0.20839 5.53597 1.89677
C -0.29522 4.35164 1.37493
H 0.52541 2.34440 -5.95142
H -0.14662 0.19434 -4.90574
H -0.43783 0.05357 -2.48638
H 0.55535 4.19286 -2.10360
H 0.85575 4.33794 -4.52122
H -2.02517 1.46604 2.12257
H -4.44870 1.56720 2.46043
H -5.94686 2.14787 0.57416
H -4.98232 2.63959 -1.64992
H -2.55211 2.53618 -1.99537
H 2.37297 3.41718 -0.47317
H 3.26763 5.49297 0.45916
H 1.88213 6.87733 1.97772
H -0.40411 6.13136 2.56242
H -1.29868 4.04727 1.64760
```

Output
LUMO level (alpha / beta): -0.48 / -0.10 eV
orbital gap (alpha / beta): 0.288 / 0.259 hartree

Here are the Mulliken charges for atoms 1 to 8, given in e: -0.636 -0.474 0.428 -0.446 -0.313 -0.327 -0.589 0.667

# 3
Density functional theory data (wB97M-V/def2-TZVPD) for C41H37N4O4PRbSe2 as an isolated structure.

```
90
Properties=species:S:1:pos:R:3
Rb -1.18526 -0.05886 1.55958
O 1.17916 2.00577 5.38767
C 0.30832 1.40006 4.55550
O 0.61357 0.95246 3.49249
C -1.08893 1.37198 5.11159
C -1.40647 1.98586 6.31290
C -2.72390 1.94944 6.72780
C -3.66084 1.31099 5.93337
C -3.24438 0.72080 4.75011
N -1.98118 0.74923 4.35436
C -4.17398 0.01372 3.78820
O -5.47295 -0.09540 4.14965
O -3.80449 -0.43236 2.74641
H 2.03950 1.98169 4.94004
H -0.63915 2.48022 6.88903
H -3.02239 2.42005 7.65511
H -4.69333 1.30060 6.25917
H -5.63615 0.32724 4.99819
Se 3.12876 -1.15655 1.54066
P 2.25206 -3.08529 1.28734
Se 0.12149 -3.24607 1.46122
C 3.05385 -4.26103 2.45240
C 2.45617 -4.57756 3.66552
C 3.10641 -5.40535 4.57334
C 4.35599 -5.92856 4.27229
C 4.95636 -5.61670 3.05914
C 4.31046 -4.78509 2.15696
C 2.75660 -3.83204 -0.31583
C 3.70150 -3.22222 -1.13282
C 4.06452 -3.80678 -2.34187
C 3.49299 -5.01047 -2.73277
C 2.54966 -5.62288 -1.91715
C 2.17677 -5.03255 -0.71840
H 1.46952 -4.18391 3.87853
H 2.63068 -5.64508 5.51670
H 4.85920 -6.57876 4.97771
H 5.93098 -6.02086 2.81306
H 4.78966 -4.54080 1.21725
H 4.13399 -2.28104 -0.81213
H 4.79616 -3.32148 -2.97636
H 3.77319 -5.46533 -3.67531
H 2.09058 -6.55497 -2.22420
H 1.41164 -5.47925 -0.09368
C 1.05309 3.23735 -3.07475
C 0.10431 3.25921 -4.24400
C 0.26435 4.22089 -5.23976
C -0.54454 4.26379 -6.36498
C -1.55115 3.32239 -6.51613
C -1.74999 2.37351 -5.52809
C -0.94232 2.33097 -4.39165
N -1.16896 1.31067 -3.44844
C -1.44042 1.46529 -2.08312
N -1.66341 2.75670 -1.72744
C -1.65770 3.47734 -0.48097
C -1.41564 2.85920 0.75826
C -1.42013 3.78200 1.81306
C -1.64252 5.15249 1.70107
C -1.88799 5.68965 0.44837
C -1.89909 4.85777 -0.66436
C -2.18399 5.46651 -2.02062
N -1.52731 0.44788 -1.30935
C -1.31253 -0.85982 -1.79423
C -2.39522 -1.74356 -1.75652
C -2.23854 -3.08610 -2.06444
C -0.99212 -3.56277 -2.44164
C 0.08778 -2.69414 -2.47310
C -0.03958 -1.34903 -2.13716
C 1.17960 -0.46875 -2.09614
H 2.04569 3.55799 -3.39287
H 1.12978 2.24399 -2.63861
H 0.72314 3.90319 -2.27439
H 1.06784 4.94096 -5.13163
H -0.38181 5.02067 -7.12179
H -2.18969 3.33441 -7.39035
H -2.54901 1.64646 -5.61588
H -1.41372 0.40182 -3.80954
H -1.76034 3.35517 -2.52815
H -1.24329 3.41878 2.83345
H -1.62597 5.78981 2.58132
H -2.07007 6.75224 0.32174
H -2.34796 6.53992 -1.91909
H -3.07998 5.03900 -2.48484
H -1.36217 5.33762 -2.73339
H -3.35734 -1.34810 -1.45287
H -3.08701 -3.75704 -2.00369
H -0.84915 -4.61188 -2.66998
H 1.07062 -3.07175 -2.73092
H 2.08163 -1.06964 -1.97750
H 1.13103 0.22317 -1.25480
H 1.27544 0.12089 -3.01285
```

Output
LUMO level: 1.39 eV
charge: -1
orbital gap: 0.185 hartree

Here are the Mulliken charges for atoms 1 to 8, given in e: 0.923 -0.492 0.034 -0.256 0.268 -0.601 -0.786 -0.710

# 4
Density functional theory data (wB97M-V/def2-TZVPD) for C41H38BNO4OsS2 as an isolated structure in a non-equilibrium geometry.

```
88
Properties=species:S:1:pos:R:3
Os 0.59698 -0.62966 -0.55596
C 3.65322 -0.17403 7.21843
C 2.75670 0.10986 6.04156
C 1.37634 -0.05951 6.15138
C 0.53622 0.20912 5.08202
C 1.09567 0.66366 3.89634
C 2.46557 0.84084 3.74954
C 3.28553 0.55566 4.82599
S 0.00817 1.01221 2.56753
O 0.74360 0.50226 1.30776
C 0.13270 2.80444 2.41763
C 0.54283 3.54161 3.55264
C 0.61213 4.89850 3.48364
C 0.28333 5.58871 2.29326
C 0.38781 7.00013 2.20618
C 0.05608 7.64887 1.05609
C -0.39933 6.91806 -0.06901
C -0.50828 5.56066 -0.01763
C -0.16715 4.85452 1.16932
C -0.25292 3.43190 1.25527
C -0.77729 2.68471 0.06580
C -2.19043 2.51877 -0.11089
C -3.11635 3.07593 0.79703
C -4.45752 2.87773 0.61992
C -4.94677 2.11456 -0.46551
C -4.07805 1.56069 -1.35700
C -2.68258 1.74496 -1.20010
C -1.77461 1.14725 -2.08865
C -0.41466 1.29301 -1.90848
C 0.05963 2.11858 -0.84350
S 1.83558 2.15660 -0.62144
O 2.16612 0.72454 -1.17376
C 2.30755 3.27232 -1.89368
C 2.44478 2.87135 -3.21465
C 2.78704 3.82251 -4.16012
C 2.98317 5.15799 -3.80604
C 3.35712 6.18655 -4.84083
C 2.84580 5.52480 -2.46552
C 2.52212 4.58876 -1.49806
H 3.41637 -1.14073 7.66448
H 3.51423 0.58212 7.99387
H 4.70350 -0.17343 6.93267
H 0.95451 -0.41432 7.08567
H -0.53632 0.06716 5.17108
H 2.88015 1.18974 2.81018
H 4.35719 0.68550 4.72784
H 0.80840 3.03503 4.47066
H 0.93420 5.46555 4.34980
H 0.73347 7.55323 3.07254
H 0.13616 8.72747 0.99856
H -0.66674 7.44553 -0.97734
H -0.85551 5.01800 -0.88854
H -2.75829 3.66609 1.63107
H -5.15932 3.31457 1.31959
H -6.01352 1.97078 -0.58195
H -4.44106 0.97012 -2.19072
H -2.15224 0.57250 -2.92817
H 0.26701 0.98644 -2.69603
H 2.32535 1.83105 -3.49406
H 2.91312 3.52322 -5.19370
H 3.40232 5.75565 -5.83902
H 4.33158 6.62157 -4.61396
H 2.63352 7.00282 -4.85288
H 3.01329 6.55605 -2.17479
H 2.43798 4.87697 -0.45282
C 1.00424 -3.24172 -2.57420
C 0.19541 -4.04098 -1.57255
C -0.11601 -5.41493 -2.11687
O -1.06755 -3.30671 -1.38181
B -0.90148 -2.54664 -0.28830
O 0.27113 -2.75291 0.43011
C 0.81346 -4.04333 -0.14233
C 2.31719 -4.00144 -0.08244
C 0.23700 -5.12178 0.75229
H 0.45680 -3.16295 -3.51211
H 1.97429 -3.69960 -2.76364
H 1.20342 -2.21296 -2.23248
H -0.48471 -5.33559 -3.13881
H -0.87204 -5.91767 -1.51762
H 0.78947 -6.02600 -2.12677
H 2.72391 -3.09796 -0.54118
H 2.72868 -4.86736 -0.60380
H 2.64904 -4.04203 0.95494
H -0.85086 -5.17617 0.67998
H 0.50633 -4.91205 1.78729
H 0.65108 -6.09220 0.47921
N -2.39747 -0.52971 0.71674
C -1.79244 -1.38774 0.23586
```

Output
LUMO level (alpha / beta): -6.27 / -6.89 eV
multiplicity: 5
charge: +2
orbital gap (alpha / beta): 0.255 / 0.232 hartree

Here are the Mulliken charges for atoms 1 to 8, given in e: 1.992 -1.475 0.870 -0.759 -0.329 0.323 -0.289 -0.927

# 5
Density functional theory data (wB97M-V/def2-TZVPD) for C41H38N2O7PtTe as an isolated structure.

```
90
Properties=species:S:1:pos:R:3
Pt 1.81982 -1.79428 -0.15194
C -3.06052 1.39793 3.98728
C -2.18525 0.95785 2.84570
C -1.85681 1.80075 1.79942
C -0.99746 1.42090 0.77387
C -0.71411 2.43727 -0.25766
O 0.38478 2.61923 -0.76264
C -1.82557 3.35419 -0.67720
C -1.50684 4.65771 -1.04761
C -2.49685 5.51527 -1.49737
C -3.80723 5.06684 -1.60549
C -4.12738 3.76309 -1.25506
C -3.14099 2.91091 -0.78090
C -0.37776 0.13448 0.76057
O 0.43361 -0.14913 -0.20954
C -0.81067 -0.77678 1.77653
C -1.68267 -0.32802 2.77299
C -0.44202 -2.20082 1.87329
N 0.63843 -2.70463 1.40249
C 0.91706 -4.14173 1.44814
C 0.41642 -4.85733 0.19533
Te 0.80330 -3.75169 -1.62751
C -1.22935 -3.20193 -1.80654
C -2.18708 -4.20951 -1.86724
C -3.53471 -3.88292 -1.92168
C -3.92621 -2.55037 -1.93007
C -2.96725 -1.54836 -1.89480
C -1.61633 -1.86951 -1.83545
C -1.45648 -3.09911 2.51931
C -1.29419 -3.59283 3.80879
C -2.25249 -4.43500 4.35384
C -3.37027 -4.79101 3.61121
C -3.53393 -4.29535 2.32518
C -2.58375 -3.44346 1.78078
H -3.52935 2.35780 3.77087
H -2.48438 1.51230 4.90756
H -3.85294 0.67351 4.18313
H -2.26698 2.80416 1.78458
H -0.47818 4.98464 -0.97145
H -2.24854 6.53341 -1.76733
H -4.57941 5.73500 -1.96453
H -5.14635 3.41049 -1.34793
H -3.38714 1.89536 -0.49747
H -1.98282 -1.02912 3.54206
H 0.47472 -4.60986 2.32736
H 2.00049 -4.24064 1.52960
H -0.66294 -5.00194 0.23603
H 0.89105 -5.83327 0.10523
H -1.88863 -5.25161 -1.86826
H -4.27704 -4.66977 -1.96466
H -4.97728 -2.29500 -1.97216
H -3.26706 -0.50761 -1.90978
H -0.87099 -1.08843 -1.78905
H -0.42045 -3.31074 4.38472
H -2.12606 -4.81308 5.35994
H -4.11529 -5.45007 4.03744
H -4.40615 -4.56580 1.74381
H -2.71529 -3.04004 0.78209
O 1.39303 -1.63597 -3.60042
C 2.05664 -0.87627 -2.89729
O 2.98694 -1.18996 -2.07510
C 1.68964 0.62035 -2.93948
N 2.41237 1.30971 -1.82353
C 3.14719 2.47706 -2.37771
C 3.44564 2.03587 -3.80271
C 2.14704 1.33707 -4.21631
H 0.62057 0.70488 -2.76138
H 3.06103 0.59060 -1.46042
H 1.74337 1.57761 -1.08098
H 4.01784 2.68270 -1.75970
H 2.46969 3.32994 -2.35057
H 4.28044 1.33140 -3.80538
H 3.70506 2.87363 -4.44713
H 2.26784 0.63093 -5.03512
H 1.40336 2.07756 -4.51410
O 2.85461 3.42821 1.80435
C 3.90439 2.89794 1.16646
C 4.90814 3.75402 0.70159
C 6.00186 3.24321 0.03027
C 6.11977 1.87349 -0.20587
C 5.12963 1.02504 0.25678
C 4.01889 1.51382 0.94444
C 2.95607 0.57556 1.44331
O 2.00084 1.04919 2.08365
O 3.11620 -0.66528 1.18102
H 2.28069 2.64826 2.05180
H 4.80429 4.81479 0.88918
H 6.77405 3.91891 -0.31702
H 6.97933 1.47817 -0.73038
H 5.19131 -0.04478 0.09994
```

Output
LUMO level (alpha / beta): 0.01 / -0.76 eV
relative energy (zero: lowest compared OMol25 entry of this formula, charge and spin): 0.000 eV
multiplicity: 3
orbital gap (alpha / beta): 0.246 / 0.256 hartree

Here are the Mulliken charges for atoms 1 to 8, given in e: 3.243 -1.711 -0.276 -0.527 0.813 -0.028 -0.627 -0.026